(1)
The following is a quantum chemistry calculation of a molecular structure, C50H47BrCl3F4N5O4STi at a distorted geometry, from OMol25.

Geometry as XYZ:
```
116
Properties=species:S:1:pos:R:3:lowdin_spin:R:1
Ti 1.349 0.165 0.046 0.868
C 4.618 3.548 0.020 0.000
C 4.767 3.471 1.479 0.000
N 4.199 2.173 1.969 0.001
C 5.036 1.662 3.014 0.000
C 6.428 1.328 2.461 0.000
C 2.805 2.278 2.412 0.006
C 1.798 3.012 1.512 0.010
N 1.275 2.337 0.286 0.012
C 0.617 3.128 -0.572 0.000
C -0.099 2.466 -1.596 0.000
F -0.138 1.125 -1.433 0.004
C -0.762 3.065 -2.603 0.000
F -1.442 2.288 -3.488 0.000
C -0.760 4.439 -2.780 0.000
C -0.124 5.154 -1.773 0.000
F -0.054 6.513 -1.815 0.000
C 0.487 4.527 -0.672 -0.001
F 0.805 5.355 0.356 0.000
H 5.168 2.766 -0.362 0.000
H 3.540 3.392 -0.320 0.000
H 4.842 4.462 -0.472 0.000
H 4.294 4.328 2.046 0.000
H 5.804 3.424 1.714 0.000
H 4.586 0.714 3.400 0.000
H 5.169 2.341 3.882 0.000
H 6.404 1.255 1.381 0.000
H 6.784 0.358 2.766 0.000
H 7.247 2.030 2.783 0.000
H 2.728 2.936 3.356 0.000
H 2.530 1.269 2.659 0.003
H 2.286 3.942 1.205 0.000
H 0.943 3.221 2.148 0.000
H -1.095 4.834 -3.679 0.000
Br -0.500 0.465 2.253 0.000
C 0.430 -0.853 3.260 -0.006
C -0.153 -1.262 4.459 0.010
C 0.533 -2.158 5.303 -0.003
C 1.730 -2.640 4.954 0.007
C 2.395 -2.207 3.756 -0.001
C 3.645 -2.770 3.457 0.025
C 4.156 -2.418 2.251 0.000
C 3.585 -1.529 1.369 0.022
C 2.387 -0.849 1.648 -0.012
C 1.730 -1.273 2.885 0.004
H -1.130 -0.740 4.637 0.001
H -0.015 -2.218 6.202 0.000
H 2.315 -3.300 5.601 0.000
H 4.029 -3.527 4.061 0.002
H 5.037 -2.976 1.960 -0.001
H 4.173 -1.358 0.466 0.001
C -0.672 -2.975 -1.766 0.001
C 0.263 -2.777 -0.573 0.007
C -0.316 -3.336 0.676 0.002
C 1.620 -3.426 -0.948 0.000
O 0.443 -1.390 -0.345 0.042
H -0.687 -4.044 -2.044 0.000
H -0.301 -2.415 -2.606 0.000
H -1.681 -2.620 -1.480 0.000
H -0.743 -4.289 0.258 0.001
H -1.066 -2.672 1.036 0.000
H 0.364 -3.512 1.555 0.000
H 1.581 -4.434 -1.381 0.000
H 2.229 -3.576 -0.064 0.000
H 2.274 -2.811 -1.624 0.000
O 1.437 -0.626 -3.123 0.000
C 2.594 -0.358 -2.767 0.000
N 2.900 -0.039 -1.442 -0.004
C 4.277 0.171 -1.417 0.000
O 4.972 0.451 -0.419 0.001
C 4.854 0.033 -2.771 0.000
C 6.180 0.228 -3.155 0.000
C 6.433 0.084 -4.524 0.000
C 5.401 -0.318 -5.386 0.000
C 4.107 -0.493 -4.964 0.000
C 3.847 -0.296 -3.619 0.000
H 6.970 0.547 -2.462 0.000
H 7.415 0.244 -4.999 0.000
H 5.660 -0.460 -6.463 0.000
H 3.366 -0.737 -5.706 0.000
Cl -3.088 -5.345 -0.224 0.000
C -3.917 -3.846 -0.594 0.000
C -4.553 -3.661 -1.848 0.000
C -5.121 -2.443 -2.105 0.000
C -5.073 -1.379 -1.160 0.000
C -5.917 -0.169 -1.454 0.000
C -5.074 0.717 -2.359 0.000
N -4.143 1.449 -1.498 0.000
C -4.573 2.428 -0.661 0.000
C -3.533 2.622 0.252 0.000
N -2.544 1.748 0.065 0.000
C -2.919 1.032 -0.988 0.000
O -7.207 -0.460 -1.989 0.000
C -8.246 -0.304 -1.031 0.000
C -8.035 -0.793 0.425 0.000
C -7.873 -2.082 0.809 0.000
Cl -8.152 -3.470 -0.224 0.000
S -7.694 -2.297 2.486 0.000
C -7.636 -0.593 2.716 0.000
C -7.790 0.034 1.543 0.000
C -4.508 -1.572 0.074 0.000
Cl -4.336 -0.367 1.308 0.000
C -3.899 -2.832 0.320 0.000
H -4.720 -4.553 -2.491 0.000
H -5.750 -2.304 -2.976 0.000
H -6.066 0.402 -0.509 0.000
H -5.749 1.408 -2.871 0.000
H -4.513 0.127 -3.044 0.000
H -5.536 3.003 -0.818 0.000
H -3.594 3.363 1.061 0.000
H -2.390 0.175 -1.407 0.000
H -9.097 -0.724 -1.521 0.000
H -8.493 0.771 -0.978 0.000
H -7.344 -0.157 3.680 0.000
H -7.687 1.094 1.437 0.000
H -3.332 -2.874 1.249 0.000
```

Values from the calculation:
* ΔE to the lowest compared entry with this formula, charge and spin: 2.175 eV
* E_LUMO (spin up / spin down): 1.8 / 1.8 eV
* total charge: -1
* HOMO level (spin up / spin down): -0.135 / -0.172 Ha
* multiplicity: 2

(2)
The following is a quantum chemistry calculation of 6 unconnected molecules or ions with the total composition C26H34BrF5NO13 at a distorted geometry, from OMol25.

Geometry as XYZ:
```
80
Properties=species:S:1:pos:R:3:mulliken_charge:R:1
O 0.854 5.806 -0.663 -0.424
C 1.980 5.723 -0.992 0.421
F 2.859 6.701 -0.634 -0.269
N 2.722 4.690 -1.620 0.375
C 2.211 4.155 -2.797 0.625
O 2.753 3.452 -3.559 -0.501
F 0.941 4.548 -3.044 -0.246
C 3.171 3.584 -0.697 -1.031
Br 1.495 2.529 -0.185 -0.138
C 3.749 4.219 0.563 -0.388
C 4.363 3.145 1.478 0.266
O 5.779 3.372 1.582 -0.551
C 3.792 3.160 2.894 0.408
F 4.188 4.268 3.588 -0.297
F 2.454 3.115 2.956 -0.129
F 4.263 2.092 3.613 -0.292
H 4.581 4.839 0.219 0.302
H 3.042 4.833 1.152 0.292
H 4.192 2.151 1.049 0.323
H 6.090 3.135 2.464 0.352
O 0.666 -0.703 -0.519 -0.633
C -0.490 -0.749 -0.218 0.078
O -1.208 0.347 0.138 -0.158
C -2.527 -0.047 0.568 -0.551
C -2.781 -1.386 -0.111 -0.495
C -1.379 -1.974 -0.153 1.402
H -2.529 -0.126 1.655 0.257
H -3.227 0.729 0.264 0.381
H -3.494 -2.014 0.418 0.297
H -3.151 -1.217 -1.125 0.345
H -1.150 -2.526 0.758 0.126
H -1.199 -2.600 -1.016 -1.097
O -1.148 -1.310 -3.092 -0.575
C -0.477 -0.496 -3.668 0.386
O 0.361 -0.857 -4.665 -0.378
C 1.098 0.294 -5.133 -0.466
C 0.251 1.496 -4.745 -0.345
C -0.403 1.000 -3.453 0.229
H 2.071 0.305 -4.639 0.256
H 1.243 0.185 -6.206 0.302
H 0.840 2.401 -4.621 0.157
H -0.514 1.676 -5.504 0.271
H 0.217 1.190 -2.570 -0.284
H -1.397 1.404 -3.281 0.349
O -2.617 -2.478 2.950 -0.573
C -2.412 -3.643 2.769 0.662
O -2.919 -4.301 1.700 -0.304
C -2.558 -5.695 1.745 -0.451
C -1.326 -5.757 2.637 -0.350
C -1.578 -4.598 3.602 -0.610
H -3.403 -6.249 2.162 0.302
H -2.371 -6.032 0.730 0.192
H -1.201 -6.725 3.119 0.425
H -0.439 -5.556 2.037 0.178
H -2.168 -4.891 4.473 0.309
H -0.671 -4.103 3.937 0.297
O -3.918 4.783 4.918 -0.613
C -2.873 4.661 4.341 0.483
O -2.793 4.575 2.999 -0.363
C -1.426 4.339 2.587 -0.071
C -0.573 4.843 3.743 -0.159
C -1.481 4.566 4.940 -0.446
H -1.295 3.270 2.414 0.060
H -1.245 4.868 1.656 0.215
H 0.399 4.358 3.787 0.075
H -0.412 5.918 3.642 0.239
H -1.351 3.556 5.332 0.267
H -1.374 5.279 5.754 0.302
O -0.139 -6.062 -0.262 -0.516
C -0.127 -6.007 -1.460 0.386
O 0.284 -7.055 -2.215 -0.403
C 0.269 -6.697 -3.610 -0.459
C -0.716 -5.538 -3.714 -0.666
C -0.534 -4.859 -2.360 0.070
H 1.280 -6.406 -3.899 0.246
H -0.024 -7.576 -4.179 0.360
H -0.525 -4.885 -4.562 0.337
H -1.733 -5.925 -3.804 0.282
H 0.263 -4.116 -2.373 0.271
H -1.443 -4.399 -1.986 0.071
```

Values from the calculation:
* E_LUMO: 2.1 eV
* total charge: -1
* HOMO level: -0.136 Ha

(3)
The following is a quantum chemistry calculation of 13 unconnected molecules or ions with the total composition C39H109N19O13 at a distorted geometry, from OMol25.

Geometry as XYZ:
```
180
Properties=species:S:1:pos:R:3:mulliken_charge:R:1
C -4.155 2.375 -0.053 -2.170
C -4.391 3.409 -1.158 2.275
C -5.769 3.193 -1.783 -1.166
C -6.976 3.586 -0.902 -0.496
C -6.816 5.060 -0.527 -1.608
C -5.463 5.437 0.054 1.729
N -4.388 4.794 -0.681 0.564
O -3.116 5.353 -0.384 -0.488
C -5.412 6.961 -0.009 -2.190
C -5.404 5.029 1.532 -1.710
C -3.329 3.281 -2.252 -2.665
H -4.033 1.395 -0.525 0.529
H -4.959 2.282 0.673 0.322
H -3.222 2.690 0.421 0.534
H -5.838 3.598 -2.792 0.431
H -6.012 2.125 -1.895 0.089
H -7.172 3.012 0.004 0.273
H -7.883 3.495 -1.505 0.584
H -7.645 5.355 0.128 0.456
H -7.075 5.658 -1.411 0.431
H -5.545 7.360 -1.017 0.429
H -6.203 7.391 0.609 0.426
H -4.497 7.373 0.422 0.430
H -6.149 5.524 2.165 0.427
H -5.532 3.966 1.734 0.267
H -4.440 5.308 1.969 0.360
H -3.498 2.350 -2.799 0.384
H -2.328 3.256 -1.827 0.652
H -3.509 4.087 -2.964 0.480
H -2.974 5.974 -1.107 0.300
C 2.928 3.142 -2.851 -1.594
C 1.466 3.536 -2.620 0.825
C 1.157 4.979 -2.970 -1.018
O -0.226 5.162 -2.762 -0.059
C -0.834 6.188 -3.504 -0.881
N 0.615 2.576 -3.382 -0.503
H 3.075 2.069 -2.773 0.163
H 3.565 3.695 -2.157 0.455
H 3.205 3.466 -3.859 0.430
H 1.249 3.276 -1.576 0.096
H 1.503 5.293 -3.962 0.413
H 1.714 5.613 -2.258 0.340
H -0.782 5.991 -4.582 0.363
H -0.359 7.135 -3.229 0.355
H -1.906 6.237 -3.313 0.169
H 1.042 2.443 -4.303 0.137
H -0.256 3.091 -3.509 0.176
C 10.611 -2.409 -1.290 -1.431
C 9.177 -2.860 -1.218 0.825
C 8.273 -2.027 -2.109 -0.975
O 6.920 -2.357 -1.960 -0.222
C 6.030 -1.423 -2.562 -0.888
N 9.025 -4.316 -1.339 -0.709
H 11.260 -2.863 -0.539 0.407
H 10.619 -1.370 -0.923 0.363
H 11.099 -2.367 -2.262 0.352
H 8.731 -2.653 -0.225 -0.008
H 8.549 -2.108 -3.169 0.380
H 8.456 -0.988 -1.803 0.332
H 6.329 -1.229 -3.593 0.493
H 5.873 -0.560 -1.909 0.351
H 5.075 -1.954 -2.634 0.096
H 8.103 -4.549 -0.995 0.215
H 9.713 -4.891 -0.882 0.246
C -5.768 -0.921 2.958 -1.418
C -6.367 -1.640 1.747 0.639
C -6.450 -0.896 0.437 0.218
O -7.680 -0.162 0.462 -0.437
C -7.987 0.411 -0.789 -0.763
N -5.709 -2.957 1.578 -0.551
H -5.418 -1.572 3.765 0.464
H -6.389 -0.155 3.411 0.447
H -4.795 -0.491 2.674 -0.005
H -7.378 -1.870 2.114 0.069
H -6.428 -1.518 -0.464 0.491
H -5.677 -0.116 0.358 -0.517
H -7.113 0.647 -1.399 0.307
H -8.646 1.256 -0.612 0.281
H -8.569 -0.337 -1.343 0.423
H -5.519 -3.335 2.497 0.239
H -6.308 -3.628 1.111 0.217
C 1.151 -0.316 5.343 -0.996
C 1.622 0.772 6.300 0.575
C 2.792 1.569 5.743 -0.829
O 3.030 2.723 6.504 -0.319
C 4.045 3.543 5.968 -0.760
N 0.509 1.619 6.744 -0.692
H 0.622 -1.090 5.894 0.287
H 2.035 -0.807 4.937 0.204
H 0.537 0.096 4.539 0.103
H 1.991 0.213 7.168 0.191
H 2.491 1.899 4.728 0.339
H 3.696 0.979 5.530 0.460
H 5.030 3.080 6.076 0.288
H 3.986 4.491 6.499 0.252
H 3.848 3.774 4.912 0.332
H 0.866 2.273 7.439 0.321
H 0.294 2.262 5.976 0.311
C 2.250 0.074 -0.652 -1.236
C 0.960 -0.617 -1.149 2.266
C -0.362 -0.208 -0.525 -1.028
O -0.503 -0.608 0.829 -0.062
C -1.706 -0.066 1.392 -0.502
N 0.949 -0.474 -2.594 1.377
H 1.872 1.078 -0.407 0.158
H 3.074 0.066 -1.351 0.194
H 2.515 -0.325 0.322 0.109
H 1.083 -1.670 -0.862 -2.253
H -1.126 -0.696 -1.146 0.127
H -0.506 0.875 -0.680 0.429
H -1.760 1.026 1.421 0.341
H -1.644 -0.426 2.418 -0.225
H -2.531 -0.409 0.759 0.349
H 0.202 -0.959 -3.087 -0.375
H 0.840 0.514 -2.849 0.330
C -1.236 -3.790 3.113 -1.472
C 0.207 -3.474 2.763 1.640
C 1.172 -4.522 3.244 -1.438
O 2.498 -4.026 3.294 -0.074
C 3.410 -5.028 3.624 -0.937
N 0.360 -3.228 1.295 -0.205
H -1.390 -3.922 4.188 0.488
H -1.626 -4.713 2.675 0.364
H -1.833 -2.944 2.770 0.064
H 0.464 -2.535 3.281 -0.357
H 1.130 -5.459 2.669 0.452
H 0.889 -4.884 4.248 0.438
H 4.431 -4.677 3.436 0.326
H 3.306 -5.980 3.100 0.370
H 3.467 -5.212 4.710 0.271
H 1.381 -3.113 1.246 -0.048
H 0.024 -2.261 1.113 0.100
C -3.060 0.055 5.676 0.433
O -4.287 -0.140 5.677 -0.669
N -2.170 -0.939 6.043 -0.278
N -2.420 1.190 5.240 -0.251
H -1.208 -0.721 5.863 0.142
H -2.492 -1.789 6.452 0.194
H -1.455 1.244 5.528 0.156
H -2.944 1.979 4.919 0.178
C 0.052 -2.676 -5.078 0.255
O 0.214 -2.794 -3.869 -0.508
N -0.570 -1.574 -5.641 -0.259
N 0.304 -3.694 -5.990 -0.487
H -0.818 -1.552 -6.606 0.181
H -0.932 -0.878 -5.017 0.149
H 0.021 -3.518 -6.927 0.153
H 0.458 -4.592 -5.568 0.261
C 2.449 0.398 -6.240 0.587
O 2.314 1.592 -6.010 -0.661
N 2.311 -0.591 -5.295 -0.098
N 2.623 -0.101 -7.531 -0.454
H 2.344 -1.554 -5.568 0.191
H 2.118 -0.399 -4.321 -0.050
H 2.482 -1.068 -7.735 0.150
H 2.619 0.566 -8.278 0.243
C 4.524 -2.703 1.215 0.440
O 3.534 -3.315 0.811 -0.482
N 5.578 -2.286 0.441 0.006
N 4.672 -2.364 2.552 -0.344
H 6.217 -1.608 0.807 0.266
H 5.598 -2.428 -0.558 -0.032
H 3.939 -2.643 3.181 0.322
H 5.496 -1.981 2.967 0.117
C 3.400 -4.603 -2.633 0.350
O 3.677 -5.066 -3.748 -0.769
N 2.232 -3.909 -2.370 0.145
N 4.178 -4.756 -1.493 -0.169
H 1.543 -3.840 -3.115 0.153
H 2.090 -3.442 -1.495 -0.120
H 3.920 -4.210 -0.670 0.095
H 5.064 -5.211 -1.606 0.239
C -2.450 -3.073 -1.282 0.719
O -3.041 -3.058 -2.366 -0.717
N -3.105 -3.186 -0.061 -0.312
N -1.073 -3.173 -1.199 0.162
H -4.070 -2.892 -0.054 -0.031
H -2.695 -3.131 0.848 0.248
H -0.512 -3.368 -0.362 0.407
H -0.541 -3.037 -2.048 0.022
```

Values from the calculation:
* E_LUMO: 0.2 eV
* HOMO level: -0.293 Ha